Below is C30H22I2N4O2SY as an isolated structure, with properties calculated with ωB97M-V/def2-TZVPD.

Structure (ORCA input):
```
! RIJCOSX wB97M-V def2-TZVPD def2/J DEFGRID3
* xyz 1 1
Y -0.8031 -0.7189 -0.4203
I 3.5946 -1.9255 -3.2272
C 2.2441 -3.1941 -2.3244
C 2.5435 -4.5840 -2.3081
C 1.7033 -5.4859 -1.7317
I 2.2274 -7.4859 -1.7358
C 0.4839 -5.0276 -1.1444
C -0.4691 -5.8721 -0.5341
C -1.6111 -5.3533 0.0098
C -1.8104 -3.9683 -0.0499
N -0.9594 -3.1477 -0.6286
C 0.1852 -3.6548 -1.1821
C 1.0975 -2.7003 -1.7638
O 0.7791 -1.4170 -1.7019
H 3.4676 -4.9117 -2.7641
H -0.2805 -6.9372 -0.5007
H -2.3480 -5.9853 0.4833
H -2.6913 -3.5198 0.3976
O -1.4845 -0.9559 1.5332
C -2.7182 -0.9921 2.0173
C -3.0344 -1.8264 3.0952
C -4.3152 -1.8753 3.6076
C -5.3345 -1.1040 3.0533
C -5.0416 -0.2845 1.9832
C -3.7468 -0.2049 1.4551
C -3.5395 0.7025 0.3074
N -2.7388 0.5584 -0.7509
C -2.9745 1.6398 -1.5872
C -3.9184 2.4345 -1.0349
N -4.2598 1.8316 0.1562
H -2.2366 -2.4176 3.5256
H -4.5312 -2.5239 4.4470
H -6.3417 -1.1562 3.4414
H -5.8497 0.2754 1.5257
H -2.4688 1.7579 -2.5305
H -4.3767 3.3452 -1.3763
H -4.9198 2.1739 0.8340
N 0.4055 1.1555 0.1321
S 2.0016 1.3526 0.1753
C 2.2995 2.6846 1.3134
C 3.2873 3.6328 1.0816
C 3.5358 4.5951 2.0496
C 2.8055 4.6022 3.2294
C 1.8248 3.6461 3.4498
C 1.5656 2.6744 2.4951
C 2.6123 2.0107 -1.3445
C 1.8625 2.8767 -2.1289
C 2.4073 3.3505 -3.3093
C 3.6931 2.9722 -3.6848
C 4.4331 2.1130 -2.8884
C 3.8886 1.6132 -1.7122
H -0.0621 2.0601 0.1706
H 3.8549 3.6364 0.1613
H 4.3004 5.3399 1.8740
H 3.0031 5.3557 3.9802
H 1.2625 3.6530 4.3741
H 0.8070 1.9217 2.6658
H 0.8650 3.1701 -1.8249
H 1.8349 4.0187 -3.9388
H 4.1142 3.3469 -4.6083
H 5.4290 1.8144 -3.1881
H 4.4457 0.9147 -1.1003
*
```

Results
HOMO: -10.027 eV
Kohn-Sham gap: 7.5028 eV
Largest force on an atom: 0.6 eV/A
E_tot: -69601.488 eV